DFT (wB97M-V/def2-TZVPD) results for a molecular structure, C60H47BrCoFGeP3Se in a non-equilibrium geometry.

HOMO energy (spin up / spin down): -6.927 / -7.131 eV
Multiplicity: 2
Total charge: 0
E_LUMO (spin up / spin down): -0.985 / 0.348 eV
Total energy: -11873.7422 hartree
⟨S²⟩: 1.233

Positions of all 115 atoms, in Å:
Co: -1.766 -0.046 0.161
F: 0.369 -0.035 -1.002
Ge: 1.766 -0.858 -0.128
C: 1.982 -0.991 1.850
C: 3.242 -1.446 2.224
C: 3.446 -2.014 3.466
C: 2.380 -2.126 4.344
C: 1.147 -1.606 4.006
C: 0.929 -1.031 2.755
P: -0.704 -0.331 2.261
C: -0.562 1.254 3.160
C: -0.618 2.437 2.433
C: -0.402 3.654 3.054
C: -0.143 3.696 4.414
C: -0.131 2.524 5.152
C: -0.330 1.306 4.531
C: -1.725 -1.403 3.327
C: -2.671 -0.965 4.246
C: -3.428 -1.891 4.944
C: -3.247 -3.248 4.737
C: -2.300 -3.689 3.825
C: -1.551 -2.769 3.121
C: 3.403 0.075 -0.791
C: 4.581 -0.543 -1.179
C: 5.730 0.209 -1.373
C: 5.701 1.586 -1.213
C: 4.523 2.215 -0.854
C: 3.383 1.459 -0.619
P: 1.799 2.195 -0.072
C: 1.344 3.117 -1.584
C: 1.943 2.887 -2.818
C: 1.482 3.547 -3.944
C: 0.418 4.427 -3.857
C: -0.207 4.630 -2.639
C: 0.248 3.976 -1.509
C: 2.409 3.476 1.076
C: 2.327 4.848 0.885
C: 2.696 5.705 1.908
C: 3.153 5.204 3.113
C: 3.248 3.836 3.303
C: 2.871 2.977 2.291
C: 1.227 -2.738 -0.608
C: 2.258 -3.670 -0.657
C: 2.027 -4.992 -0.990
C: 0.746 -5.392 -1.330
C: -0.287 -4.475 -1.300
C: -0.076 -3.158 -0.888
P: -1.561 -2.068 -0.874
C: -1.734 -2.022 -2.698
C: -2.967 -1.950 -3.338
C: -3.029 -1.819 -4.713
C: -1.872 -1.768 -5.468
C: -0.641 -1.812 -4.837
C: -0.573 -1.925 -3.463
C: -2.911 -3.113 -0.232
C: -4.172 -2.515 -0.271
C: -5.260 -3.115 0.329
C: -5.104 -4.322 0.991
C: -3.852 -4.908 1.064
C: -2.756 -4.300 0.476
H: 4.069 -1.367 1.531
H: 4.419 -2.395 3.738
H: 2.507 -2.630 5.290
H: 0.330 -1.692 4.705
H: -0.849 2.405 1.371
H: -0.432 4.567 2.476
H: 0.039 4.643 4.904
H: 0.036 2.553 6.219
H: -0.313 0.398 5.113
H: -2.839 0.090 4.397
H: -4.173 -1.549 5.647
H: -3.844 -3.965 5.281
H: -2.151 -4.746 3.659
H: -0.812 -3.099 2.399
H: 4.616 -1.614 -1.327
H: 6.654 -0.285 -1.640
H: 6.600 2.166 -1.366
H: 4.484 3.292 -0.737
H: 2.754 2.178 -2.910
H: 1.944 3.359 -4.900
H: 0.050 4.923 -4.744
H: -1.059 5.290 -2.572
H: -0.262 4.117 -0.565
H: 1.964 5.247 -0.051
H: 2.620 6.771 1.763
H: 3.417 5.882 3.911
H: 3.604 3.445 4.244
H: 2.911 1.905 2.441
H: 3.267 -3.355 -0.425
H: 2.840 -5.703 -1.001
H: 0.550 -6.410 -1.635
H: -1.279 -4.773 -1.617
H: -3.882 -1.995 -2.768
H: -3.991 -1.747 -5.200
H: -1.927 -1.681 -6.541
H: 0.267 -1.746 -5.417
H: 0.396 -1.919 -2.981
H: -4.289 -1.545 -0.737
H: -6.222 -2.624 0.302
H: -5.949 -4.790 1.476
H: -3.723 -5.840 1.599
H: -1.783 -4.756 0.587
Br: -3.725 0.386 1.410
Se: -2.283 1.783 -1.276
C: -2.041 1.771 -3.156
C: -0.888 1.305 -3.769
C: -0.753 1.410 -5.139
C: -1.766 1.966 -5.903
C: -2.932 2.403 -5.293
C: -3.067 2.314 -3.924
H: -0.106 0.867 -3.170
H: 0.156 1.068 -5.614
H: -1.651 2.061 -6.971
H: -3.729 2.829 -5.885
H: -3.965 2.651 -3.426